Entry 1:
Below is the ion C3H11N2 with charge +1 at a distorted geometry, with properties calculated with ωB97M-V/def2-TZVPD.

Positions of all 16 atoms, in Å:
C: 2.0895 -0.0178 -0.2961
N: 0.7486 0.5116 0.1052
C: -0.6846 -0.2582 -0.2232
C: -1.8306 0.7695 -0.0839
N: -0.7423 -1.3468 0.5800
H: 2.2828 -0.9734 0.0826
H: 2.2384 -0.2246 -1.3606
H: 2.9344 0.7296 -0.0324
H: 0.6160 1.4280 -0.3662
H: 0.6103 0.7138 1.1160
H: -0.5965 -0.6089 -1.2572
H: -1.7861 1.0634 0.9449
H: -2.8136 0.2737 -0.1605
H: -1.6626 1.5954 -0.7501
H: -0.3036 -2.2701 0.1841
H: -1.1001 -1.3852 1.5174

Values from the calculation:
SMILES: C[NH2+][C@H](C)N
M, g mol⁻¹: 75.13
HOMO-LUMO gap, Eh: 0.4132
F_max, Eh/bohr: 0.0826
HOMO, eV: -14.43
Charge: +1
Electronic energy, hartree: -230.1421

Entry 2:
Below is a cluster of 2 separate species, C3H11N2 in total at a distorted geometry, with properties calculated with ωB97M-V/def2-TZVPD.

Positions of all 16 atoms, in Å:
C: 2.5364 -0.9111 0.3156
N: 1.7180 0.0389 0.4570
H: 3.5752 -0.7157 0.5966
H: 2.2528 -1.9281 0.0684
H: -0.0720 -0.3102 0.3700
H: 2.0966 0.8597 0.9173
C: -1.4879 1.2489 0.5680
N: -1.0725 -0.1069 0.0963
C: -1.3625 -0.3354 -1.3499
H: -1.1019 1.9809 -0.1349
H: -2.5681 1.3194 0.5591
H: -1.0060 1.4310 1.5159
H: -1.6115 -0.8078 0.6060
H: -1.0175 0.5442 -1.8910
H: -2.4198 -0.5038 -1.5292
H: -0.7519 -1.1591 -1.7037

Values from the calculation:
M, g mol⁻¹: 75.14
HOMO-LUMO gap, Eh: 0.4335
F_max, Eh/bohr: 0.0334
HOMO, eV: -14.72
Charge: +1
Electronic energy, hartree: -230.1427

Entry 3:
Below is a cluster of 2 separate species, C3H11N2 in total at a distorted geometry, with properties calculated with ωB97M-V/def2-TZVPD.

Positions of all 16 atoms, in Å:
C: -1.3835 0.2096 0.4394
C: 0.5169 -1.0125 1.3084
C: 0.8454 0.4768 -0.6590
N: 0.3333 0.5652 -1.9385
N: -0.0659 -0.4726 0.1040
H: -2.1653 0.0397 -0.3778
H: -1.9092 -0.3929 1.2198
H: -1.1224 1.2800 0.8558
H: 0.8513 -0.3363 2.0455
H: -0.2468 -1.6769 1.8172
H: 1.4224 -1.6362 1.0011
H: 0.8524 1.9501 -0.0251
H: 1.8514 0.2104 -0.6367
H: 0.9854 0.9377 -2.5933
H: -0.5120 1.0884 -1.9552
H: -0.2536 -1.2306 -0.6058

Values from the calculation:
M, g mol⁻¹: 75.13
HOMO-LUMO gap (spin up / spin down), Eh: 0.2508 / 0.3641
F_max, Eh/bohr: 0.1113
HOMO (spin up / spin down), eV: -9.95 / -17.07
Charge: +1
Electronic energy, hartree: -229.9015
Multiplicity: 3

- M of number 2 (C3H11N2)?
  75.14 g mol⁻¹

- Number 1 is which compound?
  C3H11N2

- The highest electronic energy belongs to which entry?
  number 3